#w
13
Properties=species:S:1:pos:R:3:mulliken_charge:R:1 method="wB97M-V/def2-TZVPD" e_homo_ev=-10.5 total_charge=0
C 0.101 -0.459 0.205 0.217
C -0.299 2.094 0.138 -1.005
C 0.448 0.817 0.859 -0.542
O -0.172 -2.877 -2.347 -0.420
O -0.815 -3.407 -0.052 -0.462
O 0.902 -1.143 -0.443 -0.507
S 0.232 -3.302 -1.033 0.790
H -0.888 -0.906 0.323 0.384
H 0.132 2.963 0.749 0.283
H -1.346 1.954 -0.187 0.348
H 0.169 2.236 -0.866 0.317
H 0.164 0.785 1.912 0.306
H 1.373 1.244 0.742 0.290

#x
13
Properties=species:S:1:pos:R:3:mulliken_charge:R:1 method="wB97M-V/def2-TZVPD" e_homo_ev=-8.9 total_charge=0
C -2.829 0.539 0.062 0.595
C 2.034 0.270 0.419 -0.915
C 0.617 0.371 -0.192 -0.149
O -2.580 -1.822 -0.111 -0.534
O -2.801 1.037 1.086 -0.271
O 0.211 -0.738 -0.948 -0.458
S -2.698 -0.627 -1.026 0.181
H 2.832 0.577 -0.331 0.234
H 1.972 1.061 1.199 0.286
H 2.189 -0.739 0.852 0.327
H 0.631 1.054 -0.965 0.330
H -0.106 0.606 0.587 0.099
H 0.527 -1.590 -0.631 0.273

On energetic grounds, #w is preferred over the next structure by 38.2 kcal/mol.

#w
18
Properties=species:S:1:pos:R:3:mulliken_charge:R:1 method="wB97M-V/def2-TZVPD" e_homo_ev=-9.5 smiles="CN(C)C=O.O.O" total_charge=0
C 0.710 -0.892 -0.354 -0.692
N -0.592 -0.952 -1.031 0.053
C -0.980 0.139 -1.879 -1.014
C -1.581 -1.547 -0.286 0.033
O -1.399 -2.453 0.498 -0.534
H 0.824 -1.715 0.330 0.377
H 0.857 0.123 -0.026 0.088
H 1.530 -1.084 -1.057 0.274
H -1.573 -0.195 -2.721 0.350
H -0.118 0.696 -2.238 0.398
H -1.593 0.939 -1.432 0.334
H -2.611 -1.186 -0.435 0.346
O 2.022 0.212 2.141 -0.658
H 1.184 0.335 2.601 0.355
H 2.462 1.067 2.205 0.303
O 0.287 2.517 1.428 -0.641
H 0.967 1.827 1.409 0.290
H -0.399 2.167 0.846 0.338

#x
18
Properties=species:S:1:pos:R:3:mulliken_charge:R:1 method="wB97M-V/def2-TZVPD" e_homo_ev=-9.9 smiles="NCCC=O.O.O" total_charge=0
N -1.934 -0.877 -0.334 -0.571
C -1.351 -0.917 1.016 -0.566
C 0.099 -0.408 0.973 -0.135
C 0.286 0.919 1.617 0.021
O 0.710 1.906 1.068 -0.555
H -1.698 -0.008 -0.801 0.233
H -2.941 -0.948 -0.268 0.217
H -1.957 -0.382 1.756 0.386
H -1.340 -1.956 1.318 0.283
H 0.430 -0.385 -0.063 0.030
H 0.774 -1.101 1.478 0.297
H 0.036 0.993 2.693 0.351
O 1.683 1.285 -1.511 -0.631
H 2.619 1.417 -1.704 0.296
H 1.520 1.691 -0.641 0.387
O 0.366 -1.852 -1.977 -0.694
H 0.676 -1.096 -2.487 0.293
H -0.577 -1.709 -1.784 0.357

On energetic grounds, #x is preferred over the next structure by 7.3 kcal/mol.

#w
18
Properties=species:S:1:pos:R:3:mulliken_charge:R:1 method="wB97M-V/def2-TZVPD" e_homo_ev=-9.2 smiles="C[C@H](N)C=O.O.O" total_charge=0
C -1.326 -0.480 -1.024 -1.244
C -0.415 -1.348 -0.137 0.445
N -1.155 -1.422 1.189 -0.766
C 0.985 -0.888 0.063 -0.155
O 1.772 -0.597 -0.926 -0.648
H -2.350 -0.757 -1.207 0.406
H -1.248 0.543 -0.635 0.283
H -0.911 -0.393 -2.029 0.327
H -0.395 -2.402 -0.471 0.289
H -0.898 -0.403 1.524 0.341
H -2.148 -1.489 1.103 0.275
H 1.479 -1.176 1.045 0.427
O 0.265 1.085 1.641 -0.606
H 1.042 1.421 1.116 0.302
H -0.196 1.875 1.841 0.284
O 1.511 2.219 -0.730 -0.619
H 2.121 2.805 -1.257 0.318
H 1.866 1.406 -1.108 0.339

#x
18
Properties=species:S:1:pos:R:3:mulliken_charge:R:1 method="wB97M-V/def2-TZVPD" e_homo_ev=-9.4 smiles="CN(C)C=O.O.O" total_charge=0
C 0.517 1.906 -1.137 -0.809
N 0.362 1.115 0.142 0.070
C -0.771 1.527 0.910 -0.736
C 1.062 0.015 0.381 0.063
O 1.748 -0.497 -0.484 -0.624
H 1.301 1.334 -1.817 0.274
H -0.526 1.802 -1.613 0.315
H 0.780 3.018 -0.839 0.269
H -0.961 0.875 1.831 0.294
H -0.634 2.520 1.307 0.303
H -1.543 1.580 0.146 0.251
H 0.724 -0.512 1.293 0.326
O -1.230 -1.907 1.917 -0.592
H -1.267 -2.183 0.932 0.325
H -2.014 -2.287 2.168 0.278
O -0.849 -1.541 -1.643 -0.611
H -0.573 -1.773 -2.451 0.269
H -0.020 -1.301 -1.193 0.338

#y
18
Properties=species:S:1:pos:R:3:mulliken_charge:R:1 method="wB97M-V/def2-TZVPD" e_homo_ev=-10.0 smiles="CN(C)C=O.O.O" total_charge=0
C 1.238 1.176 -1.705 -0.846
N 0.949 -0.179 -1.198 0.024
C 1.509 -0.483 0.112 -0.986
C -0.356 -0.532 -1.374 -0.135
O -1.196 -0.018 -2.066 -0.546
H 2.100 1.626 -1.210 0.364
H 1.443 1.114 -2.767 0.277
H 0.430 1.879 -1.501 0.302
H 2.601 -0.442 0.067 0.326
H 1.221 0.270 0.844 0.388
H 1.298 -1.495 0.445 0.370
H -0.584 -1.370 -0.690 0.453
O -0.804 -0.743 3.263 -0.625
H -1.255 -0.351 2.508 0.371
H -1.380 -1.440 3.559 0.293
O -2.235 0.400 0.923 -0.683
H -3.142 0.170 0.756 0.307
H -1.838 0.417 0.033 0.347

On energetic grounds, #y is preferred over the next structure by 20.5 kcal/mol.

#w
18
Properties=species:S:1:pos:R:3:mulliken_charge:R:1 method="wB97M-V/def2-TZVPD" e_homo_ev=-9.4 total_charge=0
C 2.042 -0.262 0.252 -0.736
N 0.726 0.183 -0.481 -0.204
C -0.354 0.623 0.411 -0.706
C -1.676 0.296 -0.235 -0.185
O -2.075 -1.039 -0.013 -0.520
H 2.067 0.506 0.988 0.342
H 1.911 -1.256 0.654 0.235
H 2.950 -0.193 -0.369 0.302
H 0.965 1.082 -0.897 0.527
H -0.424 1.700 0.613 0.425
H -0.310 0.056 1.357 0.487
H -2.456 1.022 0.078 0.344
H -1.445 0.459 -1.306 0.221
H 1.315 3.470 -0.667 0.226
O 1.175 2.525 -0.723 -0.764
H -0.358 -3.246 0.911 0.256
H -0.961 -1.718 0.291 0.409
O -0.151 -2.373 0.630 -0.658

#x
18
Properties=species:S:1:pos:R:3:mulliken_charge:R:1 method="wB97M-V/def2-TZVPD" e_homo_ev=-10.1 smiles="CCC(N)=O.O.O" total_charge=0
C 0.445 -1.259 1.758 -1.000
C 0.021 -0.435 0.532 -0.184
C 0.200 -1.069 -0.852 0.501
N -0.620 -2.130 -1.148 -0.386
O 0.626 -0.326 -1.770 -0.723
H -0.398 -1.848 2.240 0.267
H 1.211 -0.742 2.356 0.336
H 1.099 -2.047 1.370 0.323
H -0.972 0.150 0.804 0.260
H 0.512 0.583 0.360 0.089
H -1.407 -2.510 -0.582 0.222
H -0.442 -2.828 -1.875 0.214
O -0.504 2.449 1.175 -0.669
H -1.396 2.845 1.037 0.306
H -0.094 2.567 0.211 0.392
O 0.539 2.300 -1.419 -0.658
H 0.541 2.857 -2.234 0.307
H 0.639 1.443 -1.962 0.401

On energetic grounds, #x is preferred over the next structure by 175.8 kcal/mol.

#w
11
Properties=species:S:1:pos:R:3:mulliken_charge:R:1 method="wB97M-V/def2-TZVPD" e_homo_ev=-4.0 total_charge=-1
C 1.408 0.561 -1.303 -0.652
O 0.182 0.989 -0.847 -0.648
H 2.076 0.180 -0.495 0.226
H 1.950 1.371 -1.803 0.221
H 1.425 -0.342 -1.948 0.211
C -1.798 -0.613 1.086 -0.064
N -0.465 -0.403 1.162 -0.559
O -2.485 -1.213 1.928 -0.707
H -2.144 -0.021 0.225 0.268
H -0.058 0.351 0.013 0.591
H -0.092 -0.860 1.983 0.113

#x
11
Properties=species:S:1:pos:R:3:mulliken_charge:R:1 method="wB97M-V/def2-TZVPD" e_homo_ev=-3.7 total_charge=-1
C -1.759 1.034 0.589 -0.515
O -0.823 1.414 -0.340 -0.537
H -2.770 1.539 0.403 0.170
H -1.923 -0.043 0.528 0.233
H -1.397 1.308 1.609 0.187
C 1.782 -1.482 -0.789 0.027
N 1.452 -0.217 -0.388 -0.661
O 2.670 -2.279 -0.242 -0.726
H 0.988 -1.797 -1.543 0.250
H -0.092 0.761 -0.380 0.452
H 1.872 -0.238 0.553 0.120

#y
11
Properties=species:S:1:pos:R:3:mulliken_charge:R:1 method="wB97M-V/def2-TZVPD" e_homo_ev=-3.6 total_charge=-1
C -1.230 -1.079 -1.597 -0.524
O -0.748 0.188 -1.133 -0.553
H -0.404 -1.938 -1.554 0.200
H -1.940 -1.386 -0.848 0.236
H -1.861 -0.985 -2.492 0.218
C 1.519 0.681 1.660 -0.061
N 0.463 1.188 1.056 -0.631
O 1.762 -0.544 2.028 -0.726
H 2.192 1.480 1.904 0.270
H -0.230 0.237 -0.294 0.436
H 0.476 2.158 1.270 0.134

On energetic grounds, #w is preferred over the next structure by 7.2 kcal/mol.